#A
Molecular formula: C14H20N2O3S
Method: DFT, ωB97M-V/def2-TZVPD

Summary:
SMILES = Cc1ccc(C(=O)NCCSC(C)(C)C)cc1[N+](=O)[O-]
Net charge = 0

Geometry (Å):
C 5.131 0.011 -0.628
C 3.725 -0.430 -0.406
C 3.364 -1.744 -0.698
C 2.077 -2.205 -0.519
C 1.086 -1.360 -0.021
C 1.408 -0.042 0.252
C 2.711 0.415 0.065
N 2.950 1.802 0.377
O 4.089 2.165 0.584
O 1.983 2.534 0.426
H 0.664 0.668 0.586
C -0.303 -1.894 0.129
O -0.764 -2.715 -0.641
N -0.984 -1.412 1.189
H -0.567 -0.712 1.782
C -2.390 -1.671 1.378
C -3.134 -0.392 1.746
H -2.885 -0.094 2.766
H -4.210 -0.530 1.678
S -2.639 1.071 0.770
C -3.390 0.890 -0.926
C -4.745 0.204 -0.853
H -5.227 0.267 -1.827
H -5.389 0.692 -0.124
H -4.647 -0.849 -0.597
C -3.549 2.330 -1.410
H -4.244 2.872 -0.774
H -3.925 2.341 -2.431
H -2.591 2.844 -1.385
C -2.426 0.134 -1.829
H -2.293 -0.896 -1.510
H -1.453 0.620 -1.833
H -2.810 0.123 -2.848
H -2.762 -2.102 0.445
H -2.539 -2.411 2.176
H 1.813 -3.222 -0.762
H 4.119 -2.415 -1.081
H 5.687 -0.755 -1.162
H 5.171 0.942 -1.191
H 5.621 0.203 0.326


#B
Molecular formula: C14H20N2O3S
Method: DFT, ωB97M-V/def2-TZVPD

Summary:
SMILES = CCOC(=O)c1cccnc1SCC(=O)N[C@@H](C)CC
Net charge = 0

Geometry (Å):
C -5.164 -2.391 -0.364
C -4.348 -1.948 0.841
H -3.792 -2.783 1.271
H -4.997 -1.496 1.598
O -3.351 -0.998 0.464
C -3.711 0.283 0.388
O -4.806 0.705 0.677
C -2.599 1.145 -0.075
C -2.768 2.523 0.005
C -1.759 3.371 -0.418
C -0.598 2.792 -0.902
N -0.422 1.485 -0.994
C -1.390 0.658 -0.609
S -1.113 -1.051 -0.818
C 0.422 -1.086 -1.812
H 0.356 -2.004 -2.395
C 1.674 -1.141 -0.938
O 2.317 -2.161 -0.811
N 1.955 0.041 -0.366
H 1.296 0.794 -0.541
C 3.051 0.265 0.568
C 2.845 -0.582 1.824
H 1.869 -0.374 2.258
H 2.894 -1.635 1.563
H 3.608 -0.360 2.564
C 4.392 -0.024 -0.119
C 5.589 0.469 0.682
H 5.680 -0.068 1.622
H 6.504 0.314 0.116
H 5.496 1.532 0.899
H 4.471 -1.097 -0.291
H 4.384 0.471 -1.094
H 3.011 1.327 0.836
H 0.420 -0.212 -2.460
H 0.240 3.391 -1.235
H -1.865 4.442 -0.369
H -3.700 2.899 0.402
H -5.717 -1.547 -0.769
H -4.505 -2.786 -1.134
H -5.867 -3.162 -0.065


It turns out #B is the most stable, with the second structure 271.1 kJ/mol higher.


#A
Molecular formula: CH9NO3
Method: DFT, ωB97M-V/def2-TZVPD

Summary:
SMILES = C=N.O.O.O
Net charge = 0

Geometry (Å):
C -0.990 -1.228 1.775
N -0.526 -1.467 0.576
H -0.868 -0.281 2.252
H -1.594 -1.927 2.335
H -0.912 -2.388 0.148
H 1.353 -1.482 -1.694
H 2.935 -1.013 -1.551
O 1.990 -0.710 -1.674
H -0.576 1.856 0.226
H -0.842 2.949 1.260
O -0.877 1.983 1.147
H -0.332 1.168 -2.040
H 1.017 0.994 -1.379
O 0.220 1.547 -1.379


#B
Molecular formula: CH9NO3
Method: DFT, ωB97M-V/def2-TZVPD

Summary:
SMILES = C=N.O.O.O
Net charge = 0

Geometry (Å):
C 0.593 0.267 1.514
N 1.179 0.469 0.426
H -0.347 0.763 1.750
H 0.925 -0.451 2.270
H 2.049 -0.061 0.310
H -2.558 -1.710 1.013
H -2.444 -1.944 -0.472
O -2.012 -2.168 0.361
H -0.297 3.424 -0.788
H 0.072 2.051 -0.242
O -0.479 2.829 -0.054
H 1.169 -1.889 -2.275
H 0.714 -0.615 -1.628
O 1.437 -0.963 -2.185


It turns out #B is the most stable, with the second structure 16.9 kJ/mol higher.